No. 1
Entry from the Open Molecules 2025 dataset: a single C3H5NO2 molecule at a distorted geometry (ωB97M-V with the def2-TZVPD basis set).

- gap between HOMO and LUMO (eV) = 9.07
- ΔE to the lowest compared entry with this formula, charge and spin (kJ/mol) = 367.4
- highest occupied orbital energy (eV) = -9.1

Structure (XYZ):
```
11
Properties=species:S:1:pos:R:3:forces:R:3:mulliken_charge:R:1
N -1.261965 0.854615 0.781862 -0.086 -0.116 0.059 -0.337
C -1.088817 -0.343438 0.177985 -0.056 -0.079 0.023 0.308
O -1.970103 -1.117260 -0.135282 0.030 0.186 0.156 -0.605
C 0.340926 -0.677318 -0.204443 -0.171 -0.325 -0.238 -0.207
C 2.081035 0.785067 -0.575984 1.122 -0.333 0.917 -0.210
O 1.266884 0.285931 0.326749 -0.036 0.684 -0.767 -0.181
H -0.464318 1.400100 1.066806 -0.122 -0.049 -0.021 0.225
H -2.189245 1.123408 1.071972 0.110 -0.055 -0.064 0.227
H 0.607653 -1.694349 0.074366 -0.062 0.038 0.167 0.272
H 2.276646 -0.066909 -1.298853 -0.439 0.550 -0.206 0.167
H 0.401303 -0.549849 -1.285174 -0.290 -0.501 -0.025 0.341
```
Positions in Å, forces in eV/Å.


No. 2
Entry from the Open Molecules 2025 dataset: a molecular structure, C51H51BFIrN8O4P at a distorted geometry (ωB97M-V with the def2-TZVPD basis set).

- spin multiplicity = 6
- gap between HOMO and LUMO (spin up / spin down) (eV) = 7.21 / 6.67
- ⟨S²⟩ = 8.80
- highest occupied orbital energy (spin up / spin down) (eV) = -6.8 / -8.7

Structure (XYZ):
```
118
Properties=species:S:1:pos:R:3:forces:R:3:lowdin_spin:R:1
Ir 0.341621 -0.078248 0.077345 -0.131 0.350 -0.753 2.857
C 1.752455 -0.770812 3.727167 0.030 -0.025 -0.114 0.006
C 1.436989 -1.914944 2.823423 0.006 -0.139 0.117 0.008
C 1.616064 -3.267876 3.132649 0.013 0.014 -0.046 0.003
C 1.156695 -3.964215 2.033963 0.093 0.080 0.222 0.002
C 1.104938 -5.442571 1.844479 -0.040 0.076 -0.091 0.000
N 0.734385 -3.063100 1.126889 0.062 -0.373 -0.035 0.003
N 0.911729 -1.809800 1.605026 -0.078 0.520 -0.108 0.093
B -0.069309 -3.366475 -0.158379 -0.052 0.414 0.143 0.000
N -1.439059 -2.679463 -0.016019 -0.073 -0.337 0.063 0.007
N -1.567506 -1.413107 0.459118 0.119 0.327 -0.067 0.124
C -2.865843 -1.194860 0.679588 -0.106 -0.232 -0.105 0.014
C -3.445899 0.054436 1.242147 0.156 0.018 -0.013 0.010
C -3.582856 -2.349341 0.340651 0.030 -0.008 -0.027 0.007
C -2.647654 -3.265443 -0.095385 -0.130 0.169 0.022 0.006
C -2.865903 -4.648325 -0.610790 0.111 0.043 0.019 0.001
N 0.663478 -2.852711 -1.401986 0.115 -0.287 -0.143 0.008
N 0.912812 -1.539937 -1.593783 -0.067 0.284 0.159 0.137
C 1.528245 -1.398630 -2.765904 0.086 -0.206 -0.059 0.011
C 1.936479 -0.095196 -3.357080 -0.205 -0.035 0.024 0.001
C 1.700676 -2.667136 -3.333895 -0.011 -0.011 0.055 0.005
C 1.129170 -3.560544 -2.447695 0.146 0.117 -0.178 0.003
C 1.034613 -5.044536 -2.568958 -0.048 0.039 0.144 0.001
H 1.250017 -0.913557 4.684474 -0.007 0.053 0.004 0.000
H 2.824565 -0.736487 3.928071 0.029 0.039 0.001 0.000
H 1.428674 0.182869 3.316658 0.048 -0.030 0.074 0.007
H 2.023290 -3.677133 4.042538 0.001 -0.010 -0.019 0.001
H 1.606576 -5.924199 2.681393 0.010 -0.018 -0.011 0.000
H 0.075782 -5.801538 1.805173 0.015 -0.022 -0.023 0.000
H 1.601397 -5.738432 0.919470 -0.012 -0.037 0.018 0.000
H -0.217335 -4.541611 -0.253699 0.004 -0.089 -0.033 0.000
H -2.796385 0.908957 1.081683 -0.009 0.060 0.050 0.006
H -4.414443 0.252958 0.782876 -0.004 0.027 -0.034 0.001
H -3.598139 -0.061227 2.317910 0.000 0.037 0.001 0.000
H -4.649309 -2.488914 0.402406 0.003 0.014 -0.009 0.001
H -3.932924 -4.820205 -0.733634 -0.004 -0.012 -0.016 0.000
H -2.375890 -4.777209 -1.576419 -0.042 -0.055 -0.004 0.000
H -2.471710 -5.403472 0.070950 0.011 0.006 -0.007 0.000
H 1.654891 0.732148 -2.707349 0.006 0.030 -0.049 0.001
H 3.012656 -0.070539 -3.527494 -0.052 0.047 -0.018 0.000
H 1.428291 0.033477 -4.310728 -0.061 0.031 -0.013 0.000
H 2.165554 -2.901602 -4.277044 -0.025 0.023 -0.011 0.001
H 1.515699 -5.360228 -3.491970 -0.023 -0.002 -0.021 0.000
H 1.532714 -5.541458 -1.734700 -0.030 -0.026 -0.007 0.000
H -0.004237 -5.375737 -2.582018 0.022 -0.037 -0.011 0.000
O 2.412424 3.552105 1.439025 -0.256 -0.139 -0.152 0.027
C 2.202297 2.408522 1.091608 0.928 -0.057 0.392 0.015
O 1.151042 1.979595 0.473772 -0.745 -0.472 -0.238 0.195
C 3.287952 1.329762 1.360948 -0.562 0.061 -0.100 0.012
P 3.021201 0.039778 0.102997 0.608 -0.166 0.288 0.159
C 4.078162 0.674802 -1.243446 -0.122 0.025 -0.062 0.024
C 5.075161 -0.095718 -1.836226 -0.028 0.036 0.101 0.014
C 5.827401 0.424573 -2.879313 0.027 -0.024 -0.016 0.000
C 5.599422 1.715156 -3.331993 0.017 -0.062 -0.011 0.012
C 4.621786 2.494717 -2.728795 0.009 0.067 -0.005 -0.001
C 3.856835 1.976557 -1.698178 0.003 -0.052 0.086 0.011
C 3.901549 -1.457259 0.647727 -0.179 -0.051 -0.089 0.020
C 3.709587 -2.628932 -0.087608 -0.067 0.085 -0.015 0.005
C 4.322099 -3.808830 0.300499 0.005 -0.022 0.004 -0.001
C 5.127500 -3.834093 1.430858 -0.008 -0.024 -0.018 0.005
C 5.338860 -2.669653 2.152736 0.039 -0.008 0.076 0.001
C 4.730348 -1.484789 1.764882 0.043 0.089 -0.066 0.008
H 3.106241 0.930875 2.358089 0.056 -0.012 -0.021 0.000
H 4.278991 1.774013 1.319546 0.022 0.005 0.008 0.003
H 5.277513 -1.095644 -1.478898 -0.016 -0.032 -0.034 0.001
H 6.597966 -0.185634 -3.333095 -0.001 0.018 -0.013 0.000
H 6.184719 2.109382 -4.152463 0.003 0.035 0.021 0.001
H 4.455117 3.510562 -3.062614 -0.041 -0.015 -0.015 0.000
H 3.075958 2.580513 -1.251956 0.004 0.053 -0.057 0.000
H 3.087327 -2.606670 -0.975713 0.031 -0.061 0.063 0.000
H 4.168981 -4.709385 -0.282063 0.001 0.003 0.010 0.000
H 5.594118 -4.759373 1.744130 0.017 0.013 -0.006 0.000
H 5.983307 -2.681814 3.022782 -0.011 0.008 -0.005 0.000
H 4.926624 -0.576729 2.320897 -0.040 -0.008 0.048 0.001
O -1.052423 -0.138495 -3.384229 0.316 0.044 0.045 0.003
C -1.246499 0.846265 -2.703307 -0.533 -0.149 -0.186 0.010
N -1.763112 2.033820 -3.183947 -0.069 0.167 0.121 0.006
C -2.368729 2.792604 -2.107821 0.050 -0.256 0.236 0.005
C -1.659992 2.117642 -0.900726 -0.017 0.598 -0.220 0.014
O -1.702458 2.565940 0.226067 -0.053 -0.147 -0.113 0.020
N -1.076039 0.970743 -1.324137 0.823 -0.299 0.649 0.117
C -2.122828 4.281548 -2.233562 -0.044 0.053 0.013 0.001
C -1.058087 4.904165 -1.592363 0.013 -0.063 -0.035 0.000
C -0.861111 6.270716 -1.735263 0.046 0.015 -0.002 0.000
C -1.718675 7.024540 -2.521613 -0.006 0.014 -0.013 0.000
C -2.768774 6.403683 -3.182813 -0.043 0.008 -0.048 0.000
C -2.969780 5.040419 -3.038626 0.082 -0.032 0.032 0.000
C -3.846168 2.449632 -1.874321 -0.080 0.024 -0.171 0.000
C -4.574484 3.188683 -0.943723 0.039 -0.018 -0.023 0.000
C -5.895571 2.871766 -0.675269 0.038 0.041 0.073 0.000
C -6.507607 1.809826 -1.327211 -0.046 -0.039 -0.021 0.001
C -5.782264 1.055622 -2.235101 -0.035 -0.030 0.039 0.000
C -4.456075 1.368723 -2.503692 0.080 0.074 0.022 0.001
H -2.139476 2.068352 -4.116884 -0.042 -0.190 -0.009 0.001
H -0.388471 4.323653 -0.970764 0.001 0.036 0.054 0.000
H -0.035447 6.748120 -1.222961 -0.004 -0.017 0.011 0.000
H -1.572458 8.092743 -2.619394 0.015 -0.006 -0.003 0.000
H -3.441507 6.981279 -3.804576 0.021 0.008 0.002 0.000
H -3.796737 4.561075 -3.549730 -0.039 0.008 0.045 0.000
H -4.091727 4.007705 -0.426203 -0.018 0.013 0.000 0.000
H -6.447310 3.451748 0.054035 -0.004 0.011 -0.026 0.000
H -7.545016 1.573352 -1.126799 0.015 -0.018 0.017 0.000
H -6.242577 0.211668 -2.733287 -0.006 0.018 -0.016 0.000
H -3.903565 0.753540 -3.201843 0.045 0.007 -0.017 0.000
F -3.898854 1.965729 7.333529 -0.030 0.023 0.069 0.039
C -3.116222 1.829155 6.245242 0.106 -0.025 -0.148 0.127
C -2.471342 0.619701 6.033922 -0.078 0.005 0.143 -0.015
C -1.690237 0.468964 4.910823 0.014 0.095 -0.213 0.121
C -1.527885 1.529157 3.978715 -0.225 -0.068 0.344 0.048
C -0.786077 1.385887 2.809510 0.134 0.104 -0.080 0.503
C -2.192416 2.755457 4.257799 0.142 -0.179 -0.112 0.120
C -2.985584 2.899736 5.371481 -0.077 0.027 0.133 -0.017
H -2.596913 -0.178705 6.753606 -0.014 -0.007 -0.023 -0.004
H -1.192319 -0.474007 4.717216 -0.025 -0.016 0.010 0.006
H -0.381608 0.418745 2.523161 -0.167 0.051 0.155 0.035
H -0.673890 2.209482 2.124337 0.048 -0.038 -0.030 0.022
H -2.075712 3.567769 3.551471 -0.034 0.028 0.030 0.005
H -3.512517 3.821441 5.580000 0.016 0.001 0.000 -0.004
```
Positions in Å, forces in eV/Å.


No. 3
Entry from the Open Molecules 2025 dataset: 3 unconnected molecules or ions with the total composition C13H23BN2O8 at a distorted geometry (ωB97M-V with the def2-TZVPD basis set).

- gap between HOMO and LUMO (eV) = 8.78
- SMILES = O=C1OC(=O)C(B(O)O)=C1CCCO.CN(C)C=O.CN(C)C=O
- highest occupied orbital energy (eV) = -9.2

Structure (XYZ):
```
47
Properties=species:S:1:pos:R:3:forces:R:3:mulliken_charge:R:1
O -4.319027 -0.186243 -0.027858 3.271 -1.823 -5.323 -0.560
C -3.508877 -0.681955 -0.919232 -2.980 2.657 7.443 0.148
O -3.677711 -2.123846 -1.096853 4.383 2.578 -0.970 -0.316
C -2.279282 -2.409942 -1.403641 2.316 -1.679 -6.501 0.528
O -1.971901 -3.195315 -2.408306 -1.900 3.375 6.310 -0.609
C -1.223188 -1.256939 -1.025670 -4.497 3.766 -1.454 0.476
B 0.369111 -1.367227 -0.733647 2.126 -0.463 3.062 0.564
O 1.559593 -0.949690 -1.445806 -2.911 0.438 1.407 -0.616
O 0.613330 -1.827562 0.648106 -1.353 0.677 -2.624 -0.653
C -2.065967 0.011632 -1.066168 2.276 -5.489 -0.193 0.130
C -1.564029 1.560493 -1.087446 -1.201 -0.498 -1.494 -0.696
C -1.149973 2.299721 0.281178 0.055 0.760 -1.250 -0.200
C 0.005260 3.429977 -0.177846 -0.009 -1.073 0.871 0.042
O -0.049713 4.591799 0.734846 1.533 -1.233 0.071 -0.579
H 1.906488 -0.124273 -1.004472 0.038 -1.068 -0.553 0.412
H -0.230836 -2.150569 1.093219 1.254 0.515 -0.906 0.569
H -2.410412 2.167521 -1.679573 1.823 -1.270 1.512 0.308
H -0.660747 1.567160 -1.816910 -1.398 -0.267 1.302 0.329
H -0.745856 1.502690 1.025191 -0.748 1.724 -1.097 0.266
H -2.065120 2.930492 0.656790 1.856 -1.515 -0.336 0.261
H 1.068183 2.947241 -0.042258 -2.105 0.767 -0.821 -0.112
H -0.207605 3.758543 -1.303406 0.531 -0.517 2.582 0.258
H 0.720219 4.508901 1.386724 -1.761 0.086 -1.516 0.334
C 3.933896 2.242146 -0.660262 0.356 0.449 -0.905 0.005
O 3.013261 1.443819 -0.776625 0.362 0.522 -0.172 -0.687
N 4.485205 2.982222 -1.684672 -0.570 -0.821 1.432 0.141
C 5.576558 3.909168 -1.465576 -0.093 -0.049 -0.126 -0.909
C 3.956963 2.828967 -3.024263 -0.261 -0.268 -0.023 -0.919
H 4.408668 2.434554 0.315595 0.040 0.049 -0.095 0.330
H 5.255014 4.911676 -1.763031 0.203 -0.005 0.071 0.339
H 6.430355 3.602028 -2.076649 0.039 0.175 0.117 0.335
H 5.875527 3.925686 -0.414009 -0.109 -0.064 -0.163 0.289
H 2.893871 3.087612 -3.019160 0.099 -0.074 -0.187 0.244
H 4.063612 1.784215 -3.331285 -0.113 0.156 -0.128 0.310
H 4.490153 3.475629 -3.726134 -0.051 -0.095 0.234 0.373
C -2.645851 -3.639748 1.384012 -0.454 -0.981 1.490 0.126
O -1.766200 -2.870884 1.018645 -0.470 -0.514 0.586 -0.703
N -2.714890 -4.246958 2.619975 0.010 0.820 -1.802 0.151
C -3.791624 -5.147507 2.977656 0.073 0.034 0.058 -0.901
C -1.677658 -3.976563 3.593663 0.256 0.230 -0.132 -0.951
H -3.482672 -3.913376 0.721001 0.099 0.038 0.119 0.211
H -4.315390 -4.744786 3.849652 -0.071 -0.174 -0.080 0.337
H -3.368292 -6.125634 3.224174 -0.199 0.016 0.012 0.338
H -4.501447 -5.261174 2.153834 0.176 0.082 0.099 0.300
H -1.654116 -2.902193 3.799244 0.132 -0.135 0.111 0.273
H -0.711537 -4.276461 3.176752 -0.009 0.080 0.207 0.289
H -1.865348 -4.525049 4.520497 -0.044 0.082 -0.245 0.394
```
Positions in Å, forces in eV/Å.


No. 4
Entry from the Open Molecules 2025 dataset: a molecular structure, C15H15N3NiP at a distorted geometry (ωB97M-V with the def2-TZVPD basis set).

- spin multiplicity = 3
- total charge = -1
- gap between HOMO and LUMO (spin up / spin down) (eV) = 3.78 / 4.59
- ΔE to the lowest compared entry with this formula, charge and spin (kJ/mol) = 748.9
- ⟨S²⟩ = 2.06
- highest occupied orbital energy (spin up / spin down) (eV) = -1.2 / -2.1

Structure (XYZ):
```
35
Properties=species:S:1:pos:R:3:forces:R:3:lowdin_spin:R:1
C 1.671561 -2.709409 0.571801 -2.982 -4.661 0.724 0.027
C 3.099635 -2.836359 0.717544 0.440 -1.504 2.982 0.142
C 3.911879 -2.810007 -0.475164 2.844 -1.464 -0.517 0.077
C 4.327480 -1.480873 -0.921247 3.385 0.185 0.867 0.041
C 3.675314 -0.442058 -0.229809 4.125 2.522 0.639 0.413
Ni 2.558955 -1.666651 -0.561103 -8.274 3.634 -1.929 0.225
P 0.508076 -2.718388 1.950806 2.287 0.052 -3.068 0.043
H 1.236747 -3.332756 -0.254012 -0.568 -0.018 0.966 0.000
H 3.504369 -2.990620 1.710544 0.291 0.365 0.527 0.010
H 4.313169 -3.722848 -0.888340 0.288 -0.244 -0.516 0.002
H 3.866403 0.630874 -0.201512 0.062 -0.223 -0.436 0.036
H 5.163253 -1.379691 -1.611779 -0.348 0.110 -0.736 0.000
H 0.766575 -1.593718 2.800754 -0.611 -0.542 0.496 0.003
H 0.868112 -3.954961 2.562881 -0.627 0.690 0.670 0.011
H -0.819929 -2.794282 1.424019 0.610 0.091 0.727 0.006
N -5.954567 4.674013 1.366313 0.965 -0.744 -0.417 0.097
C -5.064318 4.003826 1.004474 -0.262 0.221 0.209 0.045
C -3.966789 3.182850 0.569214 -1.485 1.141 0.822 0.140
C -3.077026 2.635477 1.503209 1.574 -1.125 0.302 0.058
C -2.000490 1.841298 1.087764 -1.132 0.855 1.238 0.061
C -1.818589 1.604528 -0.282460 1.091 -0.775 -0.880 0.194
C -2.703808 2.144796 -1.226313 -1.548 1.079 -0.024 0.048
C -3.777786 2.929796 -0.793958 1.190 -0.974 -1.743 0.084
N -0.731584 0.815499 -0.740265 -0.563 0.509 -0.624 0.005
C -0.409684 0.555454 -2.085576 -0.555 0.500 0.217 0.048
C 0.684342 -0.243462 -2.102311 0.132 -0.459 2.146 0.009
N 1.015457 -0.532907 -0.777878 -0.556 1.422 -1.634 0.047
C 0.182767 0.170813 0.016889 0.852 -1.199 -1.015 0.088
H -3.231590 2.837515 2.561691 0.098 -0.087 -0.192 0.004
H -1.314433 1.420082 1.825074 -0.279 0.223 -0.173 0.010
H -2.564794 1.958055 -2.293871 -0.169 0.136 0.451 0.005
H -4.466780 3.347131 -1.526746 0.156 -0.093 0.157 0.006
H -0.979092 0.942419 -2.912117 0.008 0.096 0.206 0.006
H 1.298080 -0.659014 -2.890128 -0.376 0.154 -0.016 -0.002
H 0.229086 0.173579 1.101608 -0.067 0.128 -0.426 0.011
```
Positions in Å, forces in eV/Å.